1.
The following is a DFT calculation (ωB97M-V/def2-TZVPD) of C8H11O3PS as an isolated structure at a distorted geometry.

Structure (XYZ):
```
24
Properties=species:S:1:pos:R:3:forces:R:3
C -0.756047 -1.659396 -0.867726 -1.679 0.913 0.988
C -0.836775 -0.985567 1.419333 -0.046 1.484 2.681
C 0.578483 -1.834023 -0.762967 0.339 -0.062 1.679
C 0.540819 -1.175479 1.614269 -1.149 -1.515 0.134
C -1.462375 -1.077947 0.234129 -0.728 -0.164 -2.719
C 1.182421 -1.660712 0.511249 1.820 0.704 -1.919
C -2.885360 -0.558761 -0.053329 -0.494 -2.059 3.177
C 1.898235 2.031049 -0.694519 0.832 -0.063 -0.157
O 3.533000 -2.799721 -0.244625 -0.382 -0.584 -1.005
O 3.030572 -0.276613 -0.812867 0.990 -1.232 0.223
O 3.228936 0.771073 1.389107 0.959 1.124 1.345
P 3.356481 1.092607 -0.033088 -4.475 -0.789 -0.115
S 3.016191 -1.628986 0.417074 -0.084 0.816 1.066
H -1.410514 -1.883498 -1.693617 0.538 0.060 -0.754
H -1.391657 -0.615081 2.302629 0.174 -0.153 -0.623
H 1.237300 -2.025421 -1.564841 0.349 -0.636 -0.932
H 0.897141 -1.165393 2.647638 0.471 0.378 -0.640
H -3.021052 0.174141 -0.812840 0.425 0.628 -0.550
H -3.490485 -1.465957 -0.341565 0.277 0.993 0.292
H -3.284229 -0.166467 0.963436 0.323 -0.521 -1.863
H 2.319801 2.597734 -1.517797 -0.257 0.159 -0.572
H 1.484786 2.782089 -0.009174 0.066 -0.506 0.049
H 1.149279 1.293064 -1.083503 0.661 0.755 0.562
H 4.475284 1.675559 -0.533396 1.073 0.270 -0.348
```
Positions in Å, forces in eV/Å.

Output
E = -1276.67278 Ha
E_HOMO = -9.2 eV
LUMO energy = 0.35 eV
energy above the lowest of the compared OMol25 structures with the same formula, charge and spin = 0.0 kcal/mol

Löwdin atomic charge list, values in e, 6 entries: -0.029 -0.069 -0.077 -0.062 -0.269 -0.344

---

2.
The following is a DFT calculation (ωB97M-V/def2-TZVPD) of a 2-piece molecular cluster, C3H8NS2 overall at a distorted geometry.

Structure (XYZ):
```
14
Properties=species:S:1:pos:R:3:forces:R:3
C 0.258216 0.530859 1.271343 4.149 -0.898 -2.052
C 0.174666 -0.702066 -0.681600 -1.889 3.777 2.822
C -1.285723 -0.582529 -0.702791 -0.045 -0.904 -1.002
N -0.479192 0.269896 -1.706421 -1.161 1.504 0.872
S 1.797202 -1.136619 -0.765236 1.940 0.229 -1.185
S -2.356098 0.083818 0.531427 -2.120 0.750 -1.817
H -0.698524 0.221761 1.522993 -0.532 0.028 1.473
H 1.170920 0.040658 1.711853 -1.369 -0.155 -0.498
H 0.585174 1.571886 1.147625 -1.059 -0.148 -0.366
H -2.001432 -1.170187 -1.261927 0.849 -0.977 -0.574
H -0.561123 1.287292 -1.518423 0.687 -0.811 0.400
H -0.821948 0.166404 -2.674623 0.854 -1.039 0.298
H 1.929399 -2.360695 -0.325613 -0.694 -1.183 0.143
H -3.291721 0.220341 -0.510543 0.389 -0.174 1.486
```
Positions in Å, forces in eV/Å.

Output
total charge = +1
E = -969.74700 Ha
E_HOMO = -12.7 eV
LUMO energy = -4.73 eV
energy above the lowest of the compared OMol25 structures with the same formula, charge and spin = 141.4 kcal/mol

Löwdin atomic charge list, values in e, 6 entries: 0.068 -0.583 -0.616 0.087 0.878 0.870